ORCA calculation (the ωB97M-V functional and the def2-TZVPD basis) on C5H5N3 in the gas phase at a distorted geometry.

Properties
Energy relative to the best compared isomer or geometry (same formula, charge and spin): 294.16 kJ/mol
Energy: -9732.440 eV
Structure (SMILES): [H]/N=c1\cccncn1
HOMO-LUMO gap: 8.681 eV
Charge: 0
Max |F|: 8.30 eV Å⁻¹
Molar mass: 107.12 u

Positions of all 13 atoms, in Å:
C1 -0.78 1.12 -0.08
C2 -0.89 -0.10 -0.92
C3 -0.11 -1.17 -0.61
C4 1.00 -1.27 0.38
C5 1.50 1.02 0.62
H1 -2.32 0.81 0.11
H2 -1.94 -0.14 -1.52
H3 -0.53 -2.14 -0.99
H4 1.11 -2.32 0.76
H5 2.39 1.55 0.78
N1 -1.77 1.51 0.48
N2 1.84 -0.37 0.73
N3 0.50 1.51 0.25